No. 1
This record from OMol25 describes a 7-piece molecular cluster, C39H111FN18O9P6 overall. The level of theory is the ωB97M-V functional and the def2-TZVPD basis.

Cartesian coordinates (Å):
C 17.435720 -5.278420 -22.306600
N 17.406450 -5.059050 -23.747250
C 18.021210 -6.083050 -24.585320
P 17.024820 -3.591020 -24.403600
O 16.076030 -3.731960 -25.495210
N 16.402370 -2.513080 -23.157000
C 17.315220 -1.886330 -22.235000
C 14.938710 -2.449980 -22.869280
N 18.465270 -3.003490 -25.016020
C 18.587370 -2.637340 -26.491290
C 19.760690 -2.930280 -24.331650
H 18.191650 -4.834780 -21.658620
H 17.418020 -6.340000 -22.059930
H 16.435060 -4.978930 -21.995020
H 17.579930 -6.163160 -25.578770
H 18.258110 -6.962000 -23.985800
H 18.999610 -5.709680 -24.887680
H 18.372410 -2.103060 -22.388210
H 17.267340 -0.803470 -22.350020
H 17.118970 -2.079180 -21.180300
H 14.821270 -1.555570 -22.257440
H 14.296140 -2.417770 -23.749150
H 14.586990 -3.363730 -22.390280
H 19.498630 -2.090820 -26.734250
H 18.609500 -3.574370 -27.047690
H 17.688560 -2.168910 -26.892300
H 19.711420 -1.883090 -24.033230
H 20.659510 -3.213880 -24.879190
H 19.757430 -3.585910 -23.460880
C 19.211230 3.157160 -17.908280
N 19.418920 3.240280 -19.390310
C 19.496780 1.891100 -20.058790
P 19.496460 4.639520 -20.335530
O 20.017790 4.396630 -21.747260
N 17.887850 5.150570 -20.409860
C 17.567540 6.473860 -21.126270
C 16.834930 4.576360 -19.602810
N 20.378780 5.900720 -19.450990
C 21.791790 6.102000 -19.688480
C 19.736980 6.715650 -18.457430
H 19.099830 4.186700 -17.568080
H 20.174200 2.914440 -17.458970
H 18.348360 2.592060 -17.555850
H 19.872980 1.840730 -21.080570
H 18.456890 1.571000 -20.124150
H 19.938420 1.122550 -19.424450
H 18.514480 6.844990 -21.518280
H 16.766720 6.225610 -21.822790
H 17.228900 7.174700 -20.363220
H 16.964980 4.720200 -18.530200
H 15.882280 4.940490 -19.987470
H 16.894550 3.536330 -19.923570
H 22.039440 7.019530 -20.222230
H 22.209010 6.174580 -18.684110
H 22.175530 5.187090 -20.139900
H 19.915930 7.789300 -18.515410
H 20.048420 6.304660 -17.497120
H 18.659880 6.571080 -18.541330
C 13.952510 -3.924630 -18.164150
N 15.290670 -4.228820 -17.596620
C 16.373150 -3.273710 -17.782920
P 15.642890 -5.698370 -16.949030
O 16.641650 -5.632600 -15.838780
N 14.205950 -6.293100 -16.181260
C 13.040460 -6.826500 -16.978120
C 14.173530 -6.670910 -14.733770
N 15.875960 -6.841850 -18.333820
C 16.267430 -8.239080 -18.196130
C 16.189070 -6.337010 -19.727800
H 13.327030 -3.586430 -17.338010
H 13.552290 -4.769360 -18.724820
H 13.963050 -3.094130 -18.870020
H 16.128260 -2.212590 -17.736550
H 16.960340 -3.493970 -18.674430
H 17.049360 -3.338920 -16.930510
H 12.204810 -6.419210 -16.408990
H 12.961400 -6.454940 -17.999770
H 13.090620 -7.915170 -16.998080
H 14.318520 -7.734490 -14.544360
H 14.901720 -6.004930 -14.270850
H 13.173100 -6.423720 -14.378610
H 16.056260 -8.694360 -17.228540
H 15.605690 -8.835960 -18.823770
H 17.337640 -8.359430 -18.364300
H 15.297380 -5.747490 -19.941010
H 16.287220 -6.995870 -20.590570
H 16.926940 -5.535890 -19.770890
C 13.048470 5.524110 -15.509850
N 11.984520 5.898450 -16.476140
C 11.836970 4.722900 -17.476470
P 11.289070 7.458690 -16.589230
O 11.137990 8.348010 -15.342600
N 12.124720 8.034720 -17.918020
C 11.799460 7.725900 -19.331190
C 13.402220 8.787090 -17.614470
N 9.733990 7.147970 -17.113950
C 8.867520 8.309200 -17.492640
C 8.861050 6.108340 -16.369510
H 13.978120 5.342090 -16.049030
H 12.779290 4.607490 -14.985020
H 13.103460 6.374120 -14.829740
H 12.825710 4.300070 -17.654510
H 11.185810 4.901080 -18.332240
H 11.221410 4.020090 -16.914990
H 11.475650 6.704810 -19.532710
H 10.933180 8.278260 -19.695270
H 12.685280 7.774900 -19.964460
H 14.029090 8.901390 -18.498820
H 12.718090 9.630900 -17.524760
H 13.743830 8.757140 -16.579820
H 8.767200 9.052710 -16.701930
H 9.499350 8.778820 -18.246520
H 7.999100 8.040420 -18.094060
H 8.074000 5.779020 -17.047900
H 8.519950 6.460760 -15.396090
H 9.327090 5.160150 -16.101450
C 5.002770 5.415420 -21.845210
N 6.375670 5.629930 -22.336580
C 6.778970 6.946990 -22.504690
P 7.552780 4.338050 -22.589680
O 8.813850 4.592960 -23.281910
N 7.701860 3.641270 -21.043710
C 6.514750 3.250110 -20.177140
C 8.990160 3.687020 -20.211790
N 6.571230 3.176470 -23.355920
C 6.004390 3.587800 -24.658700
C 6.858840 1.777200 -23.132580
H 4.341950 6.056470 -22.428720
H 4.871230 5.583900 -20.776380
H 4.686620 4.375030 -21.921040
H 5.933820 7.543610 -22.848000
H 7.615010 7.018070 -23.200450
H 7.135280 7.426820 -21.593140
H 5.877320 2.717700 -20.883070
H 6.703450 2.592170 -19.328850
H 5.825570 4.021640 -19.833840
H 9.607890 2.817520 -20.436460
H 9.607750 4.553220 -20.449220
H 8.853000 3.615210 -19.132840
H 5.207760 4.331440 -24.680660
H 6.806030 3.764560 -25.375800
H 5.529510 2.720840 -25.118010
H 6.090570 1.134500 -23.562450
H 6.971130 1.470660 -22.092620
H 7.722940 1.507210 -23.739650
C 10.961600 -0.998600 -16.794590
N 11.933780 -0.161210 -16.119730
C 11.617880 1.354230 -16.245850
P 13.074250 -0.792720 -15.004230
O 14.392810 -0.949590 -15.679320
N 13.174350 0.217760 -13.547150
C 11.835440 0.583760 -12.912820
C 14.238900 -0.001230 -12.653760
N 12.217120 -2.192990 -14.408490
C 10.966700 -2.188590 -13.708960
C 13.003740 -3.367410 -14.291030
H 11.426360 -1.960310 -17.011870
H 10.760580 -0.419030 -17.695590
H 10.041650 -1.085780 -16.216500
H 11.679510 1.710870 -17.274000
H 12.349570 2.001060 -15.761750
H 10.620300 1.732210 -16.022100
H 11.049940 0.571930 -13.668440
H 11.448530 -0.151740 -12.207520
H 11.726310 1.539840 -12.400870
H 14.863710 -0.811750 -13.028960
H 14.698740 0.962310 -12.434120
H 13.761940 -0.403570 -11.760040
H 10.265510 -2.947970 -14.055040
H 10.989490 -2.487540 -12.661010
H 10.263400 -1.359160 -13.634690
H 13.870350 -3.322310 -14.950620
H 12.479840 -4.286300 -14.554190
H 13.358430 -3.485440 -13.267130
O 11.984430 2.259850 -20.833960
C 12.779330 1.556360 -20.197340
O 13.008610 0.362700 -20.497400
C 13.681000 -0.275990 -19.462330
C 14.251150 0.853880 -18.678260
F 15.484430 0.983640 -19.227860
O 13.378430 1.877490 -18.990430
H 13.000300 -0.886610 -18.869120
H 14.447130 -0.920700 -19.893020
H 14.298650 0.563710 -17.628660

Atoms 1-2, force components in eV/Å:
C -1.7 -0.4 -0.2
N 0.4 -0.4 1.4

Summary:
- multiplicity = 1
- structure (SMILES) = CN(C)P(=O)(N(C)C)N(C)C.CN(C)P(=O)(N(C)C)N(C)C.CN(C)P(=O)(N(C)C)N(C)C.CN(C)P(=O)(N(C)C)N(C)C.CN(C)P(=O)(N(C)C)N(C)C.CN(C)P(=O)(N(C)C)N(C)C.O=C1OC[C@@H](F)O1
- HOMO energy (eV) = -7.807
- largest force on an atom (eV Å⁻¹) = 6.5
- charge = 0
- E_tot (eV) = -145942.2741
- gap between HOMO and LUMO (eV) = 7.94

***

No. 2
This record from OMol25 describes a 13-piece molecular cluster, C39H112N8O13 overall. The level of theory is the ωB97M-V functional and the def2-TZVPD basis.

Cartesian coordinates (Å):
C -8.211726 18.395440 5.933626
C -7.654488 18.528015 4.554862
O -6.282920 19.103894 4.499202
H -7.737768 17.572273 6.468292
H -9.292144 18.259555 5.982009
H -8.051506 19.398822 6.328159
H -8.224910 19.138986 3.855261
H -7.582244 17.536083 4.108833
H -6.049502 19.455148 3.636797
C -5.913965 19.981390 9.271022
C -7.468329 20.103787 9.119350
O -7.985916 20.360320 10.363628
H -5.548011 20.950178 9.611058
H -5.545640 19.645419 8.301717
H -5.625575 19.207922 9.982850
H -7.987459 19.185330 8.845429
H -7.819562 20.997237 8.603127
H -8.682231 21.017446 10.293345
C -2.599811 17.710291 4.976499
C -2.446023 19.214243 4.635441
C -2.817750 19.747869 3.166345
O -2.156817 19.113855 2.110495
C -2.737061 19.373656 0.786346
N -3.277255 19.816104 5.649930
H -1.909579 17.158452 4.338409
H -3.625006 17.432777 4.731399
H -2.403157 17.466409 6.020504
H -1.391948 19.456510 4.770871
H -2.682145 20.828979 3.136201
H -3.885356 19.662477 2.963813
H -3.803083 19.146542 0.775827
H -2.307330 18.801177 -0.035669
H -2.674116 20.441746 0.578252
H -2.857467 19.547981 6.528553
H -4.257656 19.579266 5.596712
C -2.893699 17.831149 8.931505
C -2.184368 18.096381 10.256739
C -1.779112 19.564653 10.457124
O -0.791253 19.890162 9.446907
C 0.362500 20.711171 9.906955
N -3.074591 17.650189 11.292640
H -3.002137 16.754921 8.797044
H -2.395291 18.190034 8.031001
H -3.858543 18.321493 8.802107
H -1.297788 17.467825 10.340406
H -1.230782 19.686051 11.391307
H -2.582255 20.294677 10.557747
H 0.950159 21.079926 9.066262
H 0.917854 20.068174 10.589773
H -0.064435 21.600224 10.371065
H -3.651873 18.416118 11.609184
H -3.753764 17.080104 10.809083
C -0.893514 9.940616 2.245553
C -1.083815 11.051971 3.325078
C -0.951013 12.507717 2.969166
O -0.898664 13.331585 4.153897
C -0.381494 14.709829 3.989626
N -2.477147 10.774664 3.960835
H -0.802532 8.963290 2.719535
H 0.051726 10.256600 1.804218
H -1.693914 9.992288 1.507454
H -0.383445 10.850360 4.135600
H -1.704088 12.843657 2.256341
H -0.059162 12.636499 2.355875
H -1.037637 15.288986 3.339901
H 0.647223 14.797373 3.640063
H -0.380728 15.161052 4.981841
H -3.174310 10.730742 3.231360
H -2.643505 11.700722 4.328056
C -2.706207 12.415804 8.262179
C -2.484671 12.734136 6.786052
C -3.337074 13.945454 6.391250
O -4.780525 13.807525 6.739091
C -5.561788 14.957062 6.968824
N -1.038762 13.021364 6.732349
H -2.343287 13.274943 8.826323
H -2.328522 11.481599 8.677770
H -3.786523 12.388295 8.404558
H -2.698014 11.864663 6.164281
H -3.184944 14.219790 5.347372
H -2.992369 14.898976 6.791351
H -5.701358 15.382400 5.974995
H -5.122848 15.759181 7.562146
H -6.563135 14.741584 7.341611
H -0.558612 12.236572 7.149074
H -0.863028 12.982670 5.738508
C -0.034870 26.433024 5.749899
C -1.264252 25.967138 6.375006
C -1.033233 24.652893 7.160664
O -0.988343 23.506812 6.301833
C -0.352096 22.387606 6.880027
N -1.629017 26.938784 7.328790
H 0.816493 26.230294 6.399669
H 0.000994 27.439721 5.333511
H 0.047316 25.811083 4.858536
H -2.049331 25.818357 5.633639
H -1.875781 24.577382 7.848063
H -0.058402 24.736069 7.641159
H 0.731453 22.405814 6.997056
H -0.445291 21.364559 6.515640
H -0.724517 22.276633 7.898405
H -0.851000 27.261710 7.886019
H -1.746774 27.781352 6.784440
C 1.042682 17.649209 1.250690
C 1.683799 16.323102 1.205717
C 2.385859 15.949701 -0.129177
O 1.545602 16.227133 -1.215269
C 2.093384 15.631555 -2.398830
N 2.612198 16.220757 2.238395
H 1.798959 18.368189 0.935714
H 0.900486 17.863987 2.309807
H 0.117483 17.764260 0.686000
H 0.984249 15.514791 1.418714
H 2.547877 14.883130 0.026639
H 3.295904 16.514048 -0.332709
H 3.133926 15.883863 -2.603078
H 1.471828 15.919220 -3.246778
H 2.087477 14.541630 -2.410402
H 2.079617 16.523812 3.041270
H 3.389686 16.843256 2.070719
C -3.973883 27.599215 2.568930
C -3.190238 26.601091 1.632692
C -2.258112 25.651416 2.432142
O -1.505816 24.868420 1.554339
C -0.659512 23.884941 2.211965
N -4.180635 25.869145 0.838501
H -3.465365 28.557696 2.673052
H -4.204344 27.115366 3.518070
H -4.946108 27.785010 2.112461
H -2.619372 27.182760 0.908901
H -2.893181 25.121733 3.142224
H -1.613524 26.177905 3.136004
H -1.275060 23.032602 2.499573
H -0.122269 24.374413 3.024305
H 0.133927 23.561494 1.538224
H -3.685973 25.583718 0.005464
H -4.922169 26.491461 0.550492
C -8.566815 17.980200 -4.065632
C -8.804844 16.744750 -3.159429
C -8.105319 16.860725 -1.800280
O -6.746706 16.542102 -1.889308
C -5.979213 16.821498 -0.680491
N -10.250005 16.772687 -2.827393
H -8.997827 18.886956 -3.641220
H -8.956505 17.903178 -5.080675
H -7.512593 18.098312 -4.316146
H -8.556437 15.809672 -3.661454
H -8.404682 16.019502 -1.175121
H -8.298172 17.703309 -1.136228
H -6.325640 16.054864 0.012580
H -6.033869 17.858986 -0.350718
H -4.956986 16.532102 -0.924197
H -10.703262 16.656559 -3.722473
H -10.540186 15.909985 -2.389627
C -2.197362 23.149174 -1.714876
O -2.021907 24.437692 -1.320766
H -1.332990 22.536153 -1.459600
H -3.118405 22.687377 -1.359177
H -2.254645 23.258105 -2.797902
H -1.784258 24.359105 -0.393975
C -5.326067 23.177253 2.617515
O -5.934184 24.386329 2.278785
H -5.064532 23.070269 3.670249
H -5.902664 22.320577 2.268604
H -4.284108 23.195112 2.297990
H -5.345406 24.913096 1.733389
C -4.859795 20.083437 -1.830708
O -5.614960 20.931734 -2.666240
H -5.186918 20.130513 -0.792023
H -4.834335 19.054173 -2.188552
H -3.830558 20.418341 -1.959638
H -6.512454 20.946756 -2.325822

Atoms 1-2, force components in eV/Å:
C 0.3 1.2 0.0
C 1.3 -0.3 -2.3

Summary:
- multiplicity = 1
- HOMO energy (eV) = -8.582
- largest force on an atom (eV Å⁻¹) = 3.5
- charge = 0
- E_tot (eV) = -80785.6854
- gap between HOMO and LUMO (eV) = 8.83

***

No. 3
This record from OMol25 describes C39H24Cl2CrF3N4O4PS as an isolated structure. The level of theory is the ωB97M-V functional and the def2-TZVPD basis.

Cartesian coordinates (Å):
Cr -0.065216 -0.377041 -0.386505
S -2.482734 6.703024 -0.600864
N -2.096061 5.773317 0.656028
C -1.759170 4.591384 0.166966
C -1.371558 3.432608 0.950764
C -1.367877 3.386028 2.344935
C -1.047721 2.198849 2.964483
C -0.721861 1.087126 2.192602
N -0.697548 1.128212 0.864534
C -1.025126 2.280899 0.248866
C -1.064820 2.230586 -1.200938
N -0.697478 1.063153 -1.757627
C -0.874053 0.894274 -3.061643
C -1.367281 1.901148 -3.882323
C -1.672588 3.128367 -3.337858
C -1.523599 3.303387 -1.962814
C -1.846814 4.524328 -1.248622
N -2.248668 5.656357 -1.802378
H -1.634282 4.268940 2.910918
H -1.048990 2.109301 4.041128
H -0.474391 0.143900 2.657834
H -0.624026 -0.082410 -3.454761
H -1.495294 1.707535 -4.937874
H -2.043306 3.944012 -3.944602
Cl 0.731685 -2.097843 -1.931968
C 2.397669 -1.809805 -2.421667
C 3.017820 -2.821294 -3.133626
C 4.289245 -2.592060 -3.632119
C 4.910861 -1.364263 -3.435456
C 4.270422 -0.372901 -2.715086
C 2.999732 -0.586534 -2.172532
P 2.191961 0.692307 -1.168294
C 2.346194 2.156639 -2.247601
C 1.909507 2.041106 -3.569140
C 1.982812 3.117559 -4.437213
C 2.497353 4.329185 -3.996822
C 2.959122 4.447581 -2.695095
C 2.890714 3.368466 -1.823767
C 3.306150 1.024912 0.222191
C 2.900422 2.012860 1.121849
C 3.644059 2.273799 2.259779
C 4.790164 1.533337 2.520970
C 5.183608 0.536244 1.642634
C 4.443847 0.277830 0.495935
H 2.511045 -3.761914 -3.299444
H 4.789976 -3.372332 -4.189090
H 5.896269 -1.183258 -3.842491
H 4.755939 0.583140 -2.558566
H 1.558011 1.086776 -3.941071
H 1.652929 3.006614 -5.462332
H 2.559002 5.171019 -4.673705
H 3.388637 5.380355 -2.354171
H 3.276143 3.477527 -0.820284
H 1.988904 2.575355 0.940028
H 3.325672 3.045843 2.947903
H 5.368467 1.727819 3.414295
H 6.067111 -0.052558 1.850411
H 4.754120 -0.519369 -0.165775
O 0.975799 -1.981111 2.998969
Cl 1.039387 -1.943398 1.591771
O 1.849614 -2.954235 1.031749
O -0.326232 -1.955838 0.996552
O 1.475801 -0.600556 1.122489
F -7.860053 -4.740472 -3.487941
C -7.985109 -3.532579 -2.907818
F -8.856714 -3.660940 -1.897812
F -8.549154 -2.721556 -3.823816
C -6.654389 -3.001258 -2.453372
C -6.424843 -2.684790 -1.124489
C -5.189705 -2.189272 -0.739341
C -4.175587 -2.012459 -1.679929
C -4.418604 -2.341740 -3.015895
C -5.652619 -2.830178 -3.400178
C -2.897938 -1.496615 -1.275510
C -1.821090 -1.060197 -0.928115
H -7.207261 -2.823721 -0.391932
H -5.001867 -1.939664 0.295926
H -3.631652 -2.215097 -3.747399
H -5.839999 -3.084432 -4.435513

Atoms 1-2, force components in eV/Å:
Cr 0.9 0.3 0.0
S 0.0 0.0 0.0

Summary:
- multiplicity = 2
- HOMO energy (alpha / beta) (eV) = -10.607 / -10.541
- largest force on an atom (eV Å⁻¹) = 0.9
- charge = +1
- E_tot (eV) = -136713.3508
- expectation value of S² = 0.763
- gap between HOMO and LUMO (alpha / beta) (eV) = 6.85 / 6.90